(1)
Molecular formula: C2H5FN2
Method: DFT, the ωB97M-V functional and the def2-TZVPD basis

* HOMO energy: -0.39859 Eh
* total energy: -288.456018 Ha
* frontier orbital gap: 0.401 Ha
* charge: 0
* E_LUMO: 0.055 eV
* SMILES: CC/N=N\F

Cartesian coordinates (Å):
F  2.61868  -0.69245  -0.53534
N  2.27725  0.51753  0.19348
N  1.03293  0.61298  0.49655
C  -1.27410  0.36457  -0.22587
C  0.00678  -0.32519  0.35979
H  0.43858  -1.18356  -0.27942
H  -1.49560  1.19205  0.36486
H  -0.22998  -0.80352  1.36044
H  -2.26947  -0.20914  -0.42173
H  -1.10507  0.52674  -1.31276



(2)
Molecular formula: C17H31Cl5NO7PSi2TeTi
Method: DFT, the ωB97M-V functional and the def2-TZVPD basis

* HOMO energy: -0.52665 Eh
* total energy: -5586.093461 Ha
* frontier orbital gap: 0.248 Ha
* charge: +2
* E_LUMO: -7.593 eV

Cartesian coordinates (Å):
Te  -2.27372  1.18015  1.34282
Ti  0.12774  -0.09484  1.23102
Cl  5.20954  1.90590  0.07928
Cl  -0.65053  3.18864  -1.59870
Cl  1.61545  5.28600  -2.11876
Cl  4.56284  4.62070  -1.35534
Cl  2.88105  -0.13594  0.63216
P  -0.62297  -2.11116  -0.92717
Si  -3.16018  1.49908  4.62264
Si  -5.12367  0.84217  -0.43652
O  2.19160  0.91232  3.79486
O  -0.44998  -1.90491  0.93283
O  0.81493  1.49175  2.17255
O  0.60561  -0.45093  3.07646
O  -1.00361  -3.64088  -1.01312
O  0.35712  0.68004  -0.33778
O  0.95371  -2.22903  -1.07198
N  1.29946  0.69385  3.10291
C  -3.90997  0.54329  6.00397
C  -6.07269  -0.47804  -1.30133
C  2.00393  3.78286  -1.41542
C  -1.41442  2.00088  5.00598
C  -4.72875  2.30199  -1.49761
C  -5.93860  1.37253  1.14190
C  1.30202  1.62940  -0.64237
C  -3.06774  0.31897  3.12741
C  -3.42606  0.04740  -0.03298
C  3.62558  2.27479  -0.43677
C  0.98982  2.84342  -1.20026
C  1.57663  -2.70585  -2.30328
C  -2.38750  -4.07118  -1.18918
C  0.18485  -3.04848  1.65124
C  -4.15772  2.97705  4.15210
C  3.32334  3.49226  -1.05623
C  2.60176  1.36608  -0.23816
H  -4.93172  0.23639  5.76934
H  -0.97053  2.60381  4.20735
H  -0.20367  -3.04190  2.66357
H  2.63183  -2.81068  -2.07813
H  -4.15736  3.68728  4.98326
H  -3.50137  -0.95968  0.38115
H  -0.08822  -3.95897  1.12961
H  -2.44904  -0.54788  3.36617
H  -7.05522  -0.10218  -1.59914
H  -2.84079  0.02360  -0.95626
H  -4.32171  1.99773  -2.46515
H  -2.34196  -5.11582  -1.47312
H  -5.62367  2.89840  -1.68888
H  -1.39037  2.61585  5.90877
H  1.15546  -3.66912  -2.57806
H  -6.78189  2.02920  0.91367
H  1.26291  -2.92146  1.64072
H  -4.06078  -0.02828  2.83462
H  -5.56858  -0.81984  -2.20807
H  -3.33021  -0.35049  6.24506
H  -2.92603  -3.96341  -0.25059
H  -5.27194  1.94503  1.79733
H  -0.78860  1.12592  5.20172
H  -6.23603  -1.33615  -0.64534
H  -6.33023  0.52282  1.70691
H  -3.75949  3.50397  3.28092
H  -4.00229  2.96290  -1.01286
H  1.43198  -1.97416  -3.09544
H  -2.86281  -3.49029  -1.97699
H  -5.19965  2.71666  3.95001
H  -3.95289  1.16325  6.90315



(3)
Molecular formula: C4H6N2S
Method: DFT, the ωB97M-V functional and the def2-TZVPD basis

* HOMO energy: -0.34383 Eh
* total energy: -663.582107 Ha
* frontier orbital gap: 0.366 Ha
* charge: 0
* E_LUMO: 0.598 eV
* SMILES: [H]/N=C(\C#CC)NS

Cartesian coordinates (Å):
S  -1.96185  -1.55738  -0.35258
N  -1.58073  2.12787  -0.21284
N  -2.34141  0.02875  0.25885
C  -1.32302  0.90471  -0.12357
C  0.10849  0.48628  -0.23290
C  1.22791  0.09351  -0.34900
C  2.55021  -0.57298  -0.01986
H  -3.20484  0.49054  0.39402
H  3.00935  -0.36605  1.02749
H  2.37595  -1.69512  0.19562
H  -0.74618  2.62857  -0.52273
H  -1.62180  -2.27509  0.74448
H  3.50792  -0.29361  -0.80698



(4)
Molecular formula: C23H47F3N4ORhS2
Method: DFT, the ωB97M-V functional and the def2-TZVPD basis

* HOMO energy (alpha / beta): -0.37340 / -0.41213 Eh
* total energy: -2405.047403 Ha
* frontier orbital gap (alpha / beta): 0.307 / 0.241 Ha
* charge: +1
* multiplicity: 5
* <S²>: 6.021
* E_LUMO (alpha / beta): -1.809 / -4.663 eV

Cartesian coordinates (Å):
Rh  0.69048  0.38171  1.89872
S  -1.89471  2.59185  0.94166
S  1.39827  -1.91160  1.15969
F  -1.29952  -1.60411  2.94335
F  -1.95518  -0.85868  1.00696
F  -2.26513  0.32045  2.78736
O  -1.75964  3.29551  2.26389
N  -0.58160  -3.56809  0.65275
N  0.07056  1.69809  3.70352
N  2.35903  -0.07535  3.39276
N  -0.11992  -2.10534  -1.04914
C  4.10686  3.37035  -0.85140
C  1.21405  0.48244  5.53532
C  -3.02596  4.53935  -0.49733
C  -1.35931  -0.47853  2.17075
C  1.42576  1.59057  0.48948
C  0.51906  -0.97139  -1.71924
C  -2.47716  -5.46256  -2.07080
C  1.95548  4.58253  -1.31175
C  0.13409  -2.55785  0.16961
C  -1.67916  3.84792  -0.34163
C  -0.10541  1.01341  4.99588
C  -1.72808  -4.16848  -0.01877
C  0.82122  -1.27082  -3.18196
C  2.57601  2.56875  -2.67732
C  1.96032  2.32608  -0.32774
C  1.87871  -0.59864  4.69478
C  -2.74521  -4.30505  -3.02912
C  2.03135  -3.52945  -2.88953
C  -3.69017  2.46878  0.62500
C  2.64101  3.21088  -1.28360
C  2.08088  -2.10148  -3.42480
C  -4.04579  3.40427  -0.53106
C  -1.33306  -5.17401  -1.10101
H  2.26309  -2.13252  -4.50108
H  -0.99694  -6.09271  -0.61736
H  3.05862  1.59026  -2.67971
H  -0.04684  -1.75490  -3.64675
H  2.90262  0.77162  3.53401
H  1.54099  2.44740  -3.00206
H  -4.11892  2.79174  1.57428
H  -2.23118  -6.35437  -2.64859
H  0.92682  4.49902  -1.66219
H  -0.37737  -3.82230  1.60497
H  -1.38534  3.31199  -1.24887
H  4.63003  4.01289  -1.56150
H  2.90849  -4.09055  -3.21103
H  1.42984  -0.72930  -1.17722
H  -0.77892  2.18456  3.38920
H  3.08847  3.20767  -3.39821
H  -0.54613  1.69232  5.72986
H  1.03541  0.06770  6.52853
H  0.93313  -0.30883  -3.68734
H  2.00858  -3.55915  -1.79923
H  2.98024  -0.74867  2.95479
H  -2.32922  -4.65423  0.74792
H  1.15011  -4.05686  -3.26520
H  -3.20569  5.18565  0.36394
H  -3.54471  -4.54760  -3.72809
H  1.95342  5.03967  -0.32168
H  4.60987  2.40375  -0.82261
H  2.71396  -1.02477  5.25418
H  -5.07026  3.76350  -0.43880
H  1.17545  -1.40715  4.48331
H  -0.86412  -2.55347  -1.56476
H  -2.34954  -3.36458  -0.42404
H  -1.85258  -4.07739  -3.61851
H  1.91604  1.31325  5.67961
H  -3.38561  -5.70270  -1.51067
H  2.49394  5.24141  -1.99478
H  -0.85741  4.48418  -0.01924
H  4.16983  3.82451  0.13750
H  0.77624  2.42456  3.79218
H  -3.05177  -3.39511  -2.50585
H  -0.14323  -0.10681  -1.63004
H  -3.97144  2.87088  -1.48176
H  -3.06064  5.15742  -1.39421
H  -0.80907  0.19281  4.85265
H  -3.94900  1.42493  0.45553
H  2.93534  -1.57751  -2.98563
H  -0.47268  -4.79370  -1.66065



(5)
Molecular formula: C48H43O31P
Method: DFT, the ωB97M-V functional and the def2-TZVPD basis

* HOMO energy: -0.35446 Eh
* total energy: -4528.631022 Ha
* frontier orbital gap: 0.294 Ha
* charge: 0
* E_LUMO: -1.651 eV
* SMILES: O=C1C=C(O)C(=O)C=C1O.O=C1C=C(O)C(=O)C=C1O.O=C1C=C(O)C(=O)C=C1O.O=C1C=C(O)C(=O)C=C1O.O=C1C=C(O)C(=O)C=C1O.O=C1C=C(O)C(=O)C=C1O.O=C1C=C(O)C(=O)C=C1O.CCCCO[PH3]CC(=O)O

Cartesian coordinates (Å):
P  0.58481  -0.39597  -4.09628
O  3.17817  2.15377  -2.12715
O  -0.56474  0.89256  -9.77498
O  -6.46782  -3.08742  9.73634
O  -5.24017  -4.31320  7.22483
O  -0.20655  -0.62769  -0.87098
O  -4.21267  -5.54242  9.26362
O  2.17095  0.04582  -3.57448
O  -3.83166  1.26707  9.89270
O  -1.48573  2.10548  10.62097
O  -0.92535  -3.23137  -4.62187
O  7.46956  5.02347  -6.30878
O  -0.13047  -5.59117  6.92932
O  -4.31091  -0.69768  1.42880
O  0.80572  -1.95230  1.10889
O  -1.14065  -4.27197  4.93177
O  -3.27387  -1.97507  3.44216
O  -9.87575  0.68807  8.32094
O  11.18871  1.02711  -6.44737
O  7.39650  3.09013  -4.58369
O  -1.77923  -0.57488  6.08367
O  0.57287  0.22090  6.83598
O  -10.55236  -0.83419  10.30537
O  -5.77916  -1.54974  7.75481
O  3.99608  6.50001  -5.32537
O  -1.82656  -0.43290  -7.93550
O  5.88595  5.60730  -3.77487
O  -4.23330  3.83051  -9.90105
O  11.22095  2.92274  -8.21390
O  1.28320  3.01876  -3.71238
O  -2.44404  -2.35267  -3.20628
O  -5.47451  2.52615  -8.03402
C  3.70615  5.44046  -4.58579
C  -2.46526  -1.69909  2.43037
C  -9.38105  -1.08350  9.74472
C  9.30233  1.94869  -5.38817
C  5.61918  -1.51169  -3.68898
C  -6.95363  -1.30536  8.31111
C  -2.43056  0.54363  -8.34493
C  8.39129  4.08340  -6.43555
C  -8.55404  -2.06139  10.14102
C  -1.03127  -0.91601  0.12808
C  -1.48643  1.48696  9.57333
C  -2.95382  0.29638  7.93982
C  9.33104  4.07838  -7.39242
C  -2.82255  0.97724  9.08672
C  -1.95983  -4.55744  5.93202
C  3.44616  3.21783  -2.85303
C  2.31557  3.65947  -3.75811
C  -3.72850  0.96213  -7.86610
C  -4.05614  -4.57438  7.09513
C  -0.30670  1.21215  8.77856
C  8.31094  3.00487  -5.38042
C  4.47434  -0.59578  -3.22141
C  -3.62298  2.86540  -9.48339
C  -1.61627  -2.16574  -4.06391
C  -2.10954  -5.65889  8.22008
C  10.31614  3.01811  -7.40558
C  -0.37400  -1.68284  1.24913
C  -7.29335  -2.23855  9.45279
C  -3.12822  -0.94966  1.30078
C  -2.32548  -0.57631  0.15182
C  -1.77648  0.03140  7.13978
C  4.62855  3.85558  -2.82597
C  -4.29495  2.05603  -8.39738
C  -1.22450  -0.86358  -4.63746
C  10.24506  1.94814  -6.34088
C  2.52308  4.81270  -4.61322
C  -9.04515  -0.15631  8.59976
C  -3.25409  -4.21058  5.95086
C  6.25935  -2.32321  -2.55428
C  -7.78039  -0.32576  7.91769
C  -3.40307  -5.30450  8.24637
C  -1.30899  -5.31858  7.06162
C  -1.75124  1.35907  -9.41933
C  -2.31636  2.45100  -9.95203
C  -1.17092  -2.04439  2.40120
C  -0.43729  0.52641  7.63419
C  4.83730  4.98619  -3.69309
C  3.23317  -0.73636  -4.09251
H  -1.83889  3.03965  -10.72218
H  -3.44819  1.76806  10.63914
H  -0.21851  -3.51980  -4.03228
H  -1.63134  -6.18283  9.03524
H  0.64676  1.57126  9.13858
H  2.29490  1.83333  -2.40097
H  1.70828  5.13127  -5.24761
H  5.75579  -3.28452  -2.44407
H  0.18639  -0.26775  6.08311
H  -3.90662  -0.07218  7.58540
H  5.44912  3.53772  -2.19930
H  5.21531  -2.21446  -4.42619
H  2.94088  -1.79940  -4.13053
H  -5.08206  -5.15273  9.03999
H  9.39612  4.84566  -8.15051
H  -0.27050  -4.64836  5.17016
H  3.46373  -0.41684  -5.11705
H  -0.69904  -2.57992  3.20980
H  11.72978  1.28113  -7.22077
H  -0.41628  0.08838  -9.24085
H  -4.20216  0.37622  -7.09102
H  7.30996  -2.53387  -2.75410
H  4.20425  -0.77885  -2.18126
H  0.65448  -1.49363  -3.22366
H  0.14979  0.82046  -3.57688
H  6.99014  4.83180  -5.47520
H  -7.54513  0.34568  7.10420
H  6.18373  -1.79264  -1.60501
H  -1.20184  -0.95385  -5.72494
H  9.23921  1.18270  -4.62837
H  -10.93329  -0.07945  9.81464
H  -5.63637  3.31764  -8.58426
H  -8.78631  -2.72572  10.96099
H  -4.14768  -1.60699  3.20549
H  -1.93059  -0.09763  -4.32456
H  4.91048  6.75606  -5.09686
H  1.02499  -0.45039  -5.42684
H  -5.42844  -2.34052  8.21202
H  -3.71864  -3.66516  5.14422
H  4.78476  0.45052  -3.28472
H  6.37107  -0.92939  -4.22164
H  -2.80471  -0.03942  -0.65418
H  0.66205  -1.00222  -0.62145



(6)
Molecular formula: C3H4IrO2
Method: DFT, the ωB97M-V functional and the def2-TZVPD basis

* HOMO energy (alpha / beta): -0.24373 / -0.38001 Eh
* total energy: -371.234705 Ha
* frontier orbital gap (alpha / beta): 0.262 / 0.292 Ha
* charge: 0
* multiplicity: 6
* <S²>: 8.767
* E_LUMO (alpha / beta): 0.488 / -2.408 eV

Cartesian coordinates (Å):
Ir  0.23058  0.69406  -0.58899
O  -0.44214  -1.08468  -0.51950
O  -2.83342  0.94896  0.54106
C  0.83382  -1.59508  -0.11810
C  -1.64022  0.85263  0.58783
C  1.87040  -0.45886  -0.06246
H  2.69480  -0.60370  -0.77970
H  1.13848  -2.37441  -0.84663
H  2.31038  -0.34816  0.94252
H  0.73832  -2.10734  0.86145



Number 1: F_max 6.8 eV/A. Number 2: F_max 2.0 eV/A. Number 3: F_max 4.3 eV/A. Number 4: F_max 0.2 eV/A. Number 5: F_max 1.0 eV/A. Number 6: F_max 4.8 eV/A.